Entry 1:
Formula: C4H12
Source: the OMol25 dataset
Level of theory: ωB97M-V/def2-TZVPD

Output
SMILES = CC.CC
Lowest unoccupied orbital energy = 1.164 eV
Energy above the lowest of the compared OMol25 structures with the same formula, charge and spin = 8.9 kcal/mol
Gap between HOMO and LUMO = 12.68 eV
Charge = 0

Positions of all 16 atoms, in Å:
C 1.16346 -0.85566 -0.03889
C 2.31071 -0.65483 0.95456
H 1.50119 -0.86413 -1.07043
H 0.72618 -1.82854 0.18807
H 0.47164 -0.06112 0.19052
H 2.91694 -1.54287 1.14627
H 2.02948 -0.26448 1.93620
H 3.02500 0.11488 0.64755
C -2.06830 0.07265 -0.41177
C -1.39563 1.43664 -0.55082
H -2.47315 -0.19850 -1.38546
H -1.37082 -0.70608 -0.12424
H -2.82224 0.15630 0.36683
H -1.04134 1.88678 0.38464
H -2.20914 2.12949 -0.78688
H -0.58057 1.58741 -1.24811

Here are the natural (NBO) charges for atoms 1 to 5, given in e:
1 C -0.6141
2 C -0.6096
3 H 0.2081
4 H 0.2020
5 H 0.2123

Entry 2:
Formula: C4H12
Source: the OMol25 dataset
Level of theory: ωB97M-V/def2-TZVPD

Output
SMILES = CC.CC
Lowest unoccupied orbital energy = 1.151 eV
Energy above the lowest of the compared OMol25 structures with the same formula, charge and spin = 1.5 kcal/mol
Gap between HOMO and LUMO = 12.98 eV
Charge = 0

Positions of all 16 atoms, in Å:
C -0.12317 -1.04627 1.18000
C -0.15144 -2.16665 2.22303
H -1.11473 -0.59210 1.10524
H 0.59283 -0.26619 1.43133
H 0.10778 -1.43313 0.18708
H 0.78070 -2.73309 2.15297
H -0.98461 -2.84553 2.05691
H -0.19098 -1.77550 3.23933
C -0.00186 0.92097 -2.02970
C 0.27113 2.29632 -1.37144
H 0.87216 0.28417 -1.90050
H -0.84722 0.44831 -1.54185
H -0.16584 1.04941 -3.09691
H 0.67991 2.13870 -0.37556
H -0.68354 2.81738 -1.30512
H 0.95887 2.90320 -1.95482

Here are the natural (NBO) charges for atoms 1 to 5, given in e:
1 C -0.6058
2 C -0.6040
3 H 0.1992
4 H 0.2024
5 H 0.2027

Entry 3:
Formula: C4H12
Source: the OMol25 dataset
Level of theory: ωB97M-V/def2-TZVPD

Output
SMILES = CC.CC
Lowest unoccupied orbital energy = 1.159 eV
Energy above the lowest of the compared OMol25 structures with the same formula, charge and spin = 16.4 kcal/mol
Gap between HOMO and LUMO = 12.50 eV
Charge = 0

Positions of all 16 atoms, in Å:
C 1.11094 -0.86338 -0.06821
C 2.22836 -0.63979 0.93882
H 1.45445 -0.87899 -1.10366
H 0.70149 -1.83834 0.17339
H 0.42825 -0.05577 0.18443
H 2.84923 -1.51408 1.15063
H 1.97613 -0.24006 1.91114
H 2.95931 0.15305 0.65389
C -2.01258 0.04192 -0.39115
C -1.33891 1.42255 -0.53987
H -2.41495 -0.22273 -1.36186
H -1.30363 -0.72403 -0.11731
H -2.74055 0.12699 0.39579
H -0.98596 1.91299 0.36269
H -2.21028 2.08402 -0.74465
H -0.51789 1.64359 -1.24604

Here are the natural (NBO) charges for atoms 1 to 5, given in e:
1 C -0.6200
2 C -0.6118
3 H 0.2109
4 H 0.2031
5 H 0.2177

Entry 4:
Formula: C4H12
Source: the OMol25 dataset
Level of theory: ωB97M-V/def2-TZVPD

Output
SMILES = CC.CC
Lowest unoccupied orbital energy = 1.153 eV
Energy above the lowest of the compared OMol25 structures with the same formula, charge and spin = 5.0 kcal/mol
Gap between HOMO and LUMO = 12.87 eV
Charge = 0

Positions of all 16 atoms, in Å:
C -0.05357 1.87597 1.77260
C -1.03352 0.90237 1.13416
H 0.91400 1.44033 2.05858
H 0.22908 2.72170 1.14237
H -0.39988 2.28055 2.72225
H -1.99794 1.39584 1.05000
H -1.20145 0.07000 1.78881
H -0.63417 0.61544 0.17144
C 0.61500 -2.05311 -1.04722
C 0.45098 -0.73857 -1.82444
H 0.60663 -1.89588 0.01278
H -0.06280 -2.83106 -1.37795
H 1.63359 -2.42545 -1.16544
H -0.56122 -0.37976 -1.68300
H 0.73425 -0.90396 -2.86282
H 1.16093 -0.01720 -1.42068

Here are the natural (NBO) charges for atoms 1 to 5, given in e:
1 C -0.6062
2 C -0.6085
3 H 0.1984
4 H 0.2013
5 H 0.2005

Entry 5:
Formula: C4H12
Source: the OMol25 dataset
Level of theory: ωB97M-V/def2-TZVPD

Output
SMILES = CC.CC
Lowest unoccupied orbital energy = 1.159 eV
Energy above the lowest of the compared OMol25 structures with the same formula, charge and spin = 3.3 kcal/mol
Gap between HOMO and LUMO = 12.87 eV
Charge = 0

Positions of all 16 atoms, in Å:
C -0.92314 0.96888 0.82990
C -2.29138 1.31920 1.41338
H -0.91052 0.77460 -0.24617
H -0.23462 1.79799 0.95756
H -0.46187 0.07696 1.24806
H -2.69054 2.16903 0.86152
H -2.16227 1.51531 2.47035
H -2.99001 0.48954 1.36050
C 1.36376 -1.84123 -0.90322
C 1.79084 -0.44175 -1.31826
H 1.26789 -1.96456 0.17145
H 0.40017 -2.12623 -1.32143
H 2.09622 -2.58300 -1.23747
H 0.95324 0.22066 -1.51590
H 2.39499 -0.38517 -2.22705
H 2.39723 0.00976 -0.54321

Here are the natural (NBO) charges for atoms 1 to 5, given in e:
1 C -0.6052
2 C -0.6056
3 H 0.1982
4 H 0.2010
5 H 0.2013

Entry 6:
Formula: C4H12
Source: the OMol25 dataset
Level of theory: ωB97M-V/def2-TZVPD

Output
SMILES = CC.CC
Lowest unoccupied orbital energy = 1.114 eV
Energy above the lowest of the compared OMol25 structures with the same formula, charge and spin = 27.2 kcal/mol
Gap between HOMO and LUMO = 12.23 eV
Charge = 0

Positions of all 16 atoms, in Å:
C 1.20389 2.01073 -1.35847
C 0.77579 0.60286 -1.78472
H 0.52686 2.40311 -0.62490
H 2.13572 1.96130 -0.66002
H 1.59823 2.74648 -2.00796
H 1.59935 -0.01721 -2.08289
H 0.26219 0.77691 -2.71656
H 0.04831 0.22668 -1.14782
C -1.51406 -1.06866 1.06521
C -0.52622 -1.65813 2.08050
H -1.13288 -0.82705 0.08840
H -2.37587 -1.65671 0.86698
H -1.94634 -0.12892 1.39766
H -0.84710 -2.37861 2.78520
H -0.07773 -0.79401 2.73083
H 0.26985 -2.19875 1.36855

Here are the natural (NBO) charges for atoms 1 to 5, given in e:
1 C -0.6166
2 C -0.6115
3 H 0.2078
4 H 0.1888
5 H 0.2132

Entry 7:
Formula: C4H12
Source: the OMol25 dataset
Level of theory: ωB97M-V/def2-TZVPD

Output
SMILES = CC.CC
Lowest unoccupied orbital energy = 1.099 eV
Energy above the lowest of the compared OMol25 structures with the same formula, charge and spin = 9.7 kcal/mol
Gap between HOMO and LUMO = 12.49 eV
Charge = 0

Positions of all 16 atoms, in Å:
C 1.03629 1.40198 -0.53077
C 1.23493 1.58755 -2.02131
H 0.55282 2.25490 -0.03859
H 0.53405 0.51948 -0.16061
H 2.01278 1.40160 -0.03453
H 1.81436 2.49991 -2.15178
H 0.29121 1.64260 -2.57333
H 1.80962 0.79656 -2.50954
C -1.01784 -0.83856 1.50237
C -1.31338 -2.23291 0.96467
H -1.84949 -0.12993 1.46585
H -0.71049 -0.93783 2.55291
H -0.20802 -0.22749 1.11734
H -0.44059 -2.78674 0.63237
H -1.83319 -2.78605 1.73559
H -1.91306 -2.16505 0.04936

Here are the natural (NBO) charges for atoms 1 to 5, given in e:
1 C -0.6075
2 C -0.6071
3 H 0.2021
4 H 0.2006
5 H 0.1994

Entry 8:
Formula: C4H12
Source: the OMol25 dataset
Level of theory: ωB97M-V/def2-TZVPD

Output
SMILES = CC.CC
Lowest unoccupied orbital energy = 1.062 eV
Energy above the lowest of the compared OMol25 structures with the same formula, charge and spin = 23.3 kcal/mol
Gap between HOMO and LUMO = 12.23 eV
Charge = 0

Positions of all 16 atoms, in Å:
C 2.15609 1.13656 -1.15991
C 1.64432 0.68080 0.18982
H 3.06356 0.54012 -1.42045
H 1.45289 0.94623 -1.91089
H 2.39096 2.19823 -1.05799
H 0.94602 1.33907 0.80954
H 2.54800 0.60703 0.88789
H 1.25166 -0.31449 0.21594
C -2.59417 -1.12203 0.42704
C -1.19332 -0.64043 0.35686
H -3.18786 -1.26101 -0.55771
H -2.69230 -2.06988 1.09264
H -3.27283 -0.29597 0.88327
H -0.96690 0.09006 -0.30550
H -0.55800 -1.60529 0.18451
H -0.98812 -0.22900 1.36494

Here are the natural (NBO) charges for atoms 1 to 5, given in e:
1 C -0.6083
2 C -0.6106
3 H 0.2048
4 H 0.1999
5 H 0.2071